Record 1
C19H17AuO4P | the ωB97M-V functional and the def2-TZVPD basis

As for the HOMO-LUMO gap (alpha / beta): 4.0 / 1.9 eV. The HOMO energy (alpha / beta) is -16.35 / -16.16 eV. Its multiplicity is 3. The charge is +3.

Geometry as XYZ:
```
42
Properties=species:S:1:pos:R:3:forces:R:3
Au -0.568 1.045 -2.126 1.7493 -0.0289 -0.4943
C -1.910 -0.226 -0.971 -5.2227 -3.9018 3.4080
O -2.749 -0.921 -0.577 1.8914 2.7583 -1.9244
C -1.405 0.293 -3.708 -3.4994 -3.0076 -7.9249
O -1.909 -0.144 -4.640 1.6300 1.4119 3.1691
C 0.769 -0.466 -2.081 6.0541 -3.1832 0.2197
O 1.521 -1.344 -2.115 -3.1450 3.6910 -0.3876
C -1.935 2.432 -1.984 -3.3623 6.6046 0.9301
O -2.755 3.239 -1.936 2.7420 -3.4193 -0.4201
C 2.785 4.237 -4.049 0.0081 0.0267 -0.6251
H 2.419 5.151 -3.565 0.0349 -0.4982 -0.1776
H 3.682 3.779 -3.611 -0.4989 0.0839 -0.1609
C 2.295 3.825 -5.235 0.4399 0.3937 0.2987
H 2.775 3.017 -5.804 -0.3061 0.2660 0.3715
H 1.512 4.389 -5.758 0.2502 -0.3423 0.3534
C -0.389 2.085 0.696 0.3242 -0.5742 -0.1497
P -0.198 0.142 0.539 0.7446 -0.6241 0.0458
C -0.071 0.159 2.269 0.4730 -0.9349 1.7774
C -1.131 -0.253 3.074 -0.4700 0.0744 0.9408
C -0.960 -0.277 4.448 -2.0589 -0.6205 -0.8864
C 0.240 0.132 5.031 1.0687 0.3216 0.8166
C 1.299 0.574 4.219 1.0773 0.3955 -0.6097
C 1.164 0.600 2.848 0.6303 0.1479 1.0059
C -0.250 -1.956 0.190 0.2237 0.8933 1.5600
C -0.604 -2.619 -0.930 -0.8301 -0.7365 -2.7991
C -0.685 -4.015 -0.958 -0.0011 -0.4813 0.1406
C -0.425 -4.748 0.198 0.0052 0.1712 -0.0978
C -0.075 -4.052 1.348 -0.0410 -0.4155 -0.0522
C 0.017 -2.660 1.342 0.6200 0.3859 1.8731
H 0.371 2.500 0.048 0.0234 0.2174 -0.1284
H -0.231 2.424 1.720 0.0719 -0.2984 0.0926
H -1.388 2.341 0.415 -0.5625 0.1682 -0.2424
H -2.057 -0.580 2.611 0.0174 -0.0253 0.2377
H -1.780 -0.631 5.079 0.2956 0.0807 -0.1441
H 0.360 0.106 6.120 -0.0622 0.0619 -0.4005
H 2.237 0.893 4.680 -0.3228 -0.1145 -0.1441
H 1.983 0.943 2.201 -0.3232 -0.1647 0.3865
H -0.892 -2.217 -1.915 0.2229 0.2054 0.6955
H -0.971 -4.550 -1.881 0.1643 0.6018 0.5262
H -0.506 -5.838 0.191 0.0617 0.3921 0.0553
H 0.123 -4.608 2.265 0.0087 0.3240 -0.1586
H 0.293 -2.199 2.314 -0.1268 -0.3059 -0.9766
```
Positions in Å, forces in eV/Å.

Results of the natural (NBO) charge analysis, in e, for atoms 1 through 4: Au 0.8713; C 0.3187; O -0.3862; C 0.3464

***

Record 2
C19H17BBrN2O5PtSTe | the ωB97M-V functional and the def2-TZVPD basis

As for the HOMO-LUMO gap (alpha / beta): 6.2 / 6.2 eV. The HOMO energy (alpha / beta) is -11.68 / -11.70 eV. The value obtained for the energy above the lowest of the compared OMol25 structures with the same formula, charge and spin is 67.3 kcal per mole. The charge is +1.

Geometry as XYZ:
```
48
Properties=species:S:1:pos:R:3:forces:R:3
Pt -1.046 1.883 1.715 -0.6822 -0.3185 -0.2051
O 2.349 1.963 -0.635 -0.1901 -0.2444 -0.0969
S 1.214 2.469 0.353 0.3145 -0.2006 0.0504
O 1.142 3.868 0.125 -0.0932 0.0195 0.0427
O 1.520 1.974 1.696 0.1686 0.1156 -0.1846
O -0.029 1.714 -0.082 -0.0763 0.2209 -0.0110
O -2.335 2.436 4.366 0.0110 0.0815 0.0368
C -1.854 2.229 3.372 -0.0050 -0.3083 -0.1358
Br -6.350 2.188 -0.314 -0.0064 0.0020 -0.0003
C -4.725 3.070 -0.030 -0.0027 -0.0232 -0.0015
C -4.539 4.388 -0.416 -0.0176 0.0169 -0.0096
C -3.309 4.985 -0.194 0.0382 0.0288 -0.0079
C -2.302 4.264 0.414 -0.0260 -0.0836 -0.1194
N -2.507 2.990 0.783 0.1313 0.3784 0.2763
C -3.688 2.386 0.578 0.0929 -0.0220 -0.1077
H -5.345 4.935 -0.886 0.0035 -0.0045 -0.0042
H -3.123 6.008 -0.488 -0.0125 -0.0010 -0.0020
H -1.317 4.670 0.588 -0.0066 0.0198 0.0212
H -3.789 1.347 0.871 -0.0154 0.0090 0.0258
Te 1.397 -1.187 0.719 0.1291 0.0932 0.2013
C 1.283 -3.198 0.147 0.0402 0.1187 -0.1646
C 0.705 -3.585 -1.058 -0.0896 -0.0314 0.0231
C 0.611 -4.936 -1.355 -0.0045 0.0101 -0.0093
C 1.077 -5.881 -0.451 0.0014 -0.0002 -0.0032
C 1.635 -5.485 0.757 0.0008 0.0166 0.0067
C 1.741 -4.136 1.065 0.0098 -0.0690 -0.0560
C 2.783 -0.491 -0.546 -0.1803 -0.0344 0.1713
C 3.306 -1.229 -1.620 0.1038 -0.0938 -0.0932
C 4.360 -0.751 -2.337 -0.0268 -0.0377 -0.0036
C 5.000 0.509 -2.042 0.0509 -0.0073 0.0353
C 4.514 1.292 -1.081 -0.0347 0.0550 0.0275
C 3.296 0.922 -0.287 0.1261 0.1637 0.0501
H 0.304 -2.849 -1.744 0.0237 0.0023 -0.0070
H 0.157 -5.250 -2.285 0.0047 0.0003 0.0032
H 0.995 -6.934 -0.685 -0.0032 0.0036 0.0039
H 1.985 -6.225 1.464 0.0015 0.0023 -0.0044
H 2.173 -3.833 2.010 0.0083 0.0161 -0.0077
H 2.893 -2.203 -1.845 0.0071 0.0079 -0.0209
H 4.749 -1.347 -3.154 0.0145 -0.0012 0.0143
H 5.867 0.805 -2.615 -0.0085 0.0040 -0.0042
H 4.939 2.259 -0.849 -0.0184 0.0125 -0.0516
H 3.523 1.027 0.778 -0.0128 -0.0623 0.0117
B -3.673 -1.395 0.667 0.0506 0.0995 -0.0453
C -2.312 -0.859 1.240 -0.1383 0.0920 0.0525
N -1.350 -0.361 1.667 0.3181 0.0544 0.3002
H -4.516 -0.993 1.444 0.0173 -0.0633 0.0217
H -3.616 -2.596 0.595 -0.0559 0.0156 -0.0106
H -3.793 -0.853 -0.415 0.0395 -0.0536 -0.0083
```
Positions in Å, forces in eV/Å.

Results of the natural (NBO) charge analysis, in e, for atoms 1 through 4: Pt 0.9962; O -0.6949; S 2.5513; O -0.9000

***

Record 3
C19H17BrF3N3O3 | the ωB97M-V functional and the def2-TZVPD basis

As for the HOMO-LUMO gap: 9.7 eV. The HOMO energy is -9.44 eV. The value obtained for the energy above the lowest of the compared OMol25 structures with the same formula, charge and spin is 0.5 kcal per mole. As for the SMILES: O=C(c1ccc(Br)c(C(F)(F)F)c1)N1CCC2(CC1)CCN2C(=O)c1cnoc1. The charge is 0.

Geometry as XYZ:
```
46
Properties=species:S:1:pos:R:3:forces:R:3
O -0.602 -0.549 -0.886 0.0055 0.0143 -0.0213
C -0.181 -0.372 0.245 0.0129 -0.0222 0.0390
C -0.926 0.546 1.174 -0.0073 0.0070 -0.0081
C -2.312 0.495 1.180 0.0051 0.0000 -0.0012
C -3.040 1.363 1.975 0.0032 -0.0009 0.0009
C -2.385 2.307 2.751 0.0081 -0.0001 -0.0024
Br -3.450 3.458 3.805 -0.0020 0.0001 -0.0002
C -0.994 2.390 2.732 -0.0006 -0.0003 0.0017
C -0.242 3.416 3.544 -0.0126 -0.0163 -0.0129
F 1.085 3.310 3.362 0.0126 -0.0024 -0.0032
F -0.581 4.670 3.212 -0.0028 0.0154 -0.0029
F -0.464 3.273 4.861 -0.0013 -0.0004 0.0166
C -0.277 1.501 1.943 -0.0021 0.0062 -0.0003
N 0.978 -0.930 0.706 -0.0375 -0.0029 -0.0043
C 1.146 -1.346 2.099 0.0176 0.0023 -0.0211
C 0.575 -2.751 2.285 0.0068 -0.0080 -0.0014
C 1.153 -3.779 1.315 -0.0055 -0.0057 0.0053
C 1.208 -3.231 -0.112 0.0139 -0.0011 0.0062
C 1.712 -1.793 -0.218 -0.0155 -0.0090 0.0126
C 0.468 -5.169 1.403 0.0057 -0.0106 0.0167
C 1.798 -5.775 1.888 -0.0151 0.0108 -0.0043
N 2.396 -4.443 1.799 -0.0016 0.0490 0.0296
C 3.664 -4.000 1.897 0.0108 -0.0515 -0.1635
O 3.984 -2.840 1.667 -0.0173 0.0155 0.0242
C 4.705 -4.993 2.262 -0.0070 0.0288 0.1132
C 4.694 -6.274 2.888 -0.0203 -0.0035 -0.0314
N 5.892 -6.748 3.050 0.0101 -0.0163 -0.0103
O 6.747 -5.791 2.528 0.0035 0.0037 -0.0057
C 6.030 -4.768 2.080 0.0095 -0.0012 0.0193
H -2.817 -0.222 0.546 0.0005 -0.0006 -0.0002
H -4.120 1.320 1.992 -0.0004 0.0015 0.0016
H 0.802 1.567 1.918 0.0001 -0.0011 0.0011
H 2.211 -1.332 2.325 0.0080 0.0012 0.0100
H 0.641 -0.652 2.765 -0.0052 -0.0032 0.0011
H 0.726 -3.094 3.312 0.0026 0.0030 0.0006
H -0.507 -2.709 2.112 0.0006 0.0023 -0.0019
H 1.814 -3.895 -0.733 -0.0031 -0.0004 -0.0013
H 0.187 -3.260 -0.504 -0.0023 0.0024 0.0003
H 1.562 -1.419 -1.227 -0.0012 -0.0001 -0.0010
H 2.765 -1.734 0.044 0.0177 -0.0029 0.0026
H -0.340 -5.218 2.129 -0.0032 -0.0005 -0.0049
H 0.119 -5.547 0.444 0.0022 0.0024 -0.0015
H 1.766 -6.178 2.901 0.0004 -0.0037 -0.0010
H 2.252 -6.508 1.219 0.0027 -0.0038 0.0062
H 3.864 -6.864 3.239 0.0084 -0.0027 0.0006
H 6.566 -3.935 1.657 -0.0047 0.0055 -0.0032
```
Positions in Å, forces in eV/Å.

Results of the natural (NBO) charge analysis, in e, for atoms 1 through 4: O -0.6121; C 0.6667; C -0.1513; C -0.1371

***

Record 4
C19H17Cl5IrNO2S | the ωB97M-V functional and the def2-TZVPD basis

As for the HOMO-LUMO gap (alpha / beta): 7.5 / 7.4 eV. The HOMO energy (alpha / beta) is -5.26 / -5.28 eV. The value obtained for the energy above the lowest of the compared OMol25 structures with the same formula, charge and spin is 5.4 kcal per mole. Its multiplicity is 2. The charge is -1.

Geometry as XYZ:
```
46
Properties=species:S:1:pos:R:3:forces:R:3
Ir 1.317 -1.133 0.130 -0.0743 -0.1003 -0.4051
Cl 0.457 -1.056 2.796 -0.0134 -0.7317 0.1373
C -0.493 -2.243 1.949 -0.0707 -0.2524 0.0654
C -0.091 -2.436 0.638 -0.1049 0.1631 0.4904
C -0.686 -3.467 -0.069 -0.1199 0.1410 -0.1112
Cl -0.158 -3.804 -1.671 0.0586 -0.1476 0.0041
C -1.729 -4.199 0.504 -0.0378 -0.0102 0.0514
Cl -2.525 -5.422 -0.413 0.0194 -0.0204 0.0120
C -2.149 -3.938 1.810 -0.0041 0.0451 -0.0498
Cl -3.462 -4.816 2.500 0.0148 -0.0313 -0.0042
C -1.509 -2.953 2.561 0.0237 -0.0346 -0.1073
Cl -1.960 -2.625 4.188 0.0186 0.0024 -0.0066
C 2.871 1.761 1.419 -0.0566 -0.0773 -0.0465
C 1.533 2.503 1.315 0.0437 0.0321 0.0735
C 0.563 2.081 2.420 -0.0598 0.0201 -0.1007
C 0.885 2.509 -0.063 0.1187 0.1650 0.1176
C 1.034 3.677 -0.810 -0.0174 0.0662 -0.0837
C 0.380 3.877 -2.013 -0.0028 -0.1185 0.0787
C -0.482 2.888 -2.463 0.1283 -0.0150 0.0406
C -0.649 1.699 -1.765 0.0789 -0.0017 -0.1989
C -1.640 0.691 -2.314 -0.1339 0.0362 0.1013
C -2.784 0.445 -1.324 -0.0448 -0.0493 -0.0538
C -1.017 -0.629 -2.756 -0.0109 0.0613 0.0060
C 0.081 1.479 -0.576 -0.2013 -0.0111 -0.1249
O -0.109 0.313 0.072 0.3404 -0.3056 0.0257
H 3.392 2.065 2.330 0.0123 0.0166 0.0076
H 3.512 1.983 0.563 -0.0045 -0.0024 0.0231
H 2.749 0.676 1.470 -0.0140 0.0663 -0.0497
H 1.773 3.555 1.502 0.0033 0.0141 -0.0118
H 0.241 1.050 2.287 0.0123 0.6915 -0.0711
H -0.330 2.709 2.405 -0.0005 0.0356 0.0164
H 1.035 2.178 3.402 0.0264 0.0149 0.0209
H 1.670 4.462 -0.414 0.0012 0.0004 0.0096
H 0.520 4.792 -2.574 -0.0093 0.0134 0.0040
H -1.034 3.031 -3.387 -0.0113 0.0080 0.0122
H -2.068 1.160 -3.207 -0.0430 0.0334 0.0160
H -2.400 -0.022 -0.417 -0.0049 0.0106 -0.0105
H -3.535 -0.219 -1.763 0.0081 0.0119 -0.0114
H -3.273 1.381 -1.048 -0.0070 0.0078 -0.0038
H -0.723 -1.210 -1.889 0.0240 0.0002 -0.0597
H -0.127 -0.469 -3.366 -0.0260 -0.0291 0.0344
H -1.738 -1.214 -3.333 -0.0267 0.0060 0.0201
O 1.806 -0.960 -1.538 0.1380 0.0406 0.2139
S 4.663 -4.345 1.350 -0.0173 0.0059 0.0170
C 3.512 -3.285 0.932 0.0038 -0.0504 -0.0017
N 2.679 -2.525 0.630 0.0424 0.2787 -0.0867
```
Positions in Å, forces in eV/Å.

Results of the natural (NBO) charge analysis, in e, for atoms 1 through 4: Ir 1.2199; Cl 0.0801; C -0.0790; C -0.1744

***

Record 5
C19H17ClFN3O6S | the ωB97M-V functional and the def2-TZVPD basis

As for the HOMO-LUMO gap: 8.4 eV. The HOMO energy is -8.73 eV. The value obtained for the energy above the lowest of the compared OMol25 structures with the same formula, charge and spin is 66.2 kcal per mole. As for the SMILES: CS(=O)(=O)c1ccc(-n2cnc(Cl)c2-c2ccc(OCCCO[N+](=O)[O-])c(F)c2)cc1. The charge is 0.

Geometry as XYZ:
```
48
Properties=species:S:1:pos:R:3:forces:R:3
C -3.391 -1.274 -2.586 -0.8627 -0.3608 -0.7977
S -2.200 -0.871 -3.865 1.0507 -1.0615 -4.1559
O -2.399 -1.774 -5.075 0.7308 1.3665 4.0309
O -2.181 0.520 -4.258 -0.6298 0.1048 1.1851
C -0.561 -1.098 -3.014 -0.0125 -2.6247 -0.2729
C 0.050 -2.373 -3.245 1.1963 1.5518 1.4486
C 1.289 -2.692 -2.473 -4.2246 1.3034 -2.1958
C 1.655 -1.766 -1.532 0.8076 1.2020 0.3476
N 2.832 -1.972 -0.801 3.2260 -0.9794 1.8835
C 3.921 -2.712 -1.253 2.0375 -0.4845 2.8202
N 4.901 -2.856 -0.320 -1.7591 -0.1776 -0.4974
C 4.422 -2.269 0.837 -0.7324 0.6022 -2.7949
Cl 5.270 -2.180 2.344 -0.1042 -0.3007 -0.7414
C 3.233 -1.623 0.546 0.2553 -0.3350 1.3531
C 2.750 -0.651 1.581 0.7688 1.1435 -1.8206
C 3.587 0.510 1.802 1.3831 -3.9952 -1.9171
C 3.120 1.523 2.520 -1.7383 2.3415 2.3253
C 1.799 1.450 3.045 -1.2611 -0.7652 -1.0703
O 1.130 2.546 3.566 0.2573 -0.1608 -0.7721
C 1.126 3.760 2.792 0.2514 2.4442 1.2890
C 0.019 4.713 3.364 0.7489 -1.5592 0.9211
C -1.392 4.086 3.089 1.7261 -0.2591 2.7047
O -2.369 5.073 3.508 -0.9632 0.5435 -2.1850
N -3.119 4.895 4.642 0.6316 -1.3029 1.6230
O -4.294 4.548 4.505 2.7824 1.1334 0.5542
O -2.429 5.105 5.651 -2.4483 -0.5262 -1.2606
C 1.007 0.235 2.837 1.2269 4.3609 1.9319
F -0.215 0.097 3.288 -1.3844 0.6586 0.7529
C 1.494 -0.761 2.138 1.1752 -3.1315 -3.0547
C 1.071 -0.481 -1.342 -0.3493 -1.0788 -1.0399
C -0.023 -0.152 -2.087 -1.9579 -0.1047 -0.8372
H -3.077 -0.710 -1.734 0.0643 0.2635 0.6809
H -3.413 -2.366 -2.379 0.2558 0.7621 -0.2568
H -4.408 -0.940 -2.915 1.0010 -0.2217 0.0931
H -0.395 -3.060 -4.003 0.5317 0.5837 0.7837
H 1.717 -3.625 -2.758 0.7337 -0.3919 0.5534
H 4.088 -3.335 -2.122 -0.8321 0.6646 -0.4596
H 4.660 0.456 1.409 -1.8025 0.3349 0.4655
H 3.743 2.408 2.749 -0.6013 -0.5161 -0.2498
H 0.994 3.772 1.697 0.0690 -1.2660 0.2669
H 2.041 4.398 2.975 -0.3538 -1.1961 -0.1767
H 0.270 5.673 2.845 -0.9033 -0.5387 0.6860
H 0.198 4.748 4.520 -0.4715 0.3901 -2.1693
H -1.453 3.167 3.777 -0.1476 1.1920 -1.2794
H -1.476 3.824 2.032 -0.6594 0.1867 0.1688
H 0.862 -1.603 1.772 0.4109 0.6944 0.8291
H 1.532 0.243 -0.704 0.1815 0.0541 0.4285
H -0.585 0.795 -1.965 0.6953 -0.5444 -0.1219
```
Positions in Å, forces in eV/Å.

Results of the natural (NBO) charge analysis, in e, for atoms 1 through 4: C -0.8618; S 2.0879; O -0.9173; O -0.9325